13
Properties=species:S:1:pos:R:3 method="wB97M-V/def2-TZVPD" homo_ev=-8.9 multiplicity=1 de_lowest_kcal_mol=0.0 e_tot_ha=-959.0015 smiles=O[SiH](O)[Si](O)(O)O
O -1.32 -1.68 -0.17
O -1.62 0.98 -0.56
O 2.20 1.42 0.23
O 2.28 -0.60 -1.42
O 2.37 -1.00 1.21
Si -0.98 -0.18 0.41
Si 1.70 -0.12 0.01
H -2.18 -1.99 -0.42
H -2.50 0.92 -0.93
H 2.03 1.84 1.06
H 2.37 0.06 -2.11
H 2.40 -1.94 1.13
H -1.61 -0.04 1.73